No. 1
The following is a DFT calculation (ωB97M-V with the def2-TZVPD basis set) of 4 unconnected molecules or ions with the total composition C39H87FN5O13P4S.

Geometry (Å):
C (1.2837, -2.5864, 0.9898)
C (0.4239, -1.3910, 0.6418)
N (0.7145, -0.1127, 1.3940)
C (1.3491, 0.9365, 0.7781)
N (1.8159, 1.0218, -0.6517)
C (2.9476, 0.1477, -1.0301)
C (3.2862, 0.1048, -2.6716)
F (4.2082, 0.3062, -0.2094)
C (1.8893, 2.4589, -1.1186)
C (3.3152, 3.2296, -0.8457)
C (4.3206, 3.2610, -2.1845)
C (5.1861, 4.6516, -2.3077)
C (5.9126, 5.1406, -0.9219)
O (5.2971, 6.4249, -0.5323)
C (0.5387, 3.3517, -0.6634)
C (-0.7100, 2.5462, -1.3214)
C (-2.1535, 3.2219, -1.4838)
C (-3.0409, 2.1360, -2.4107)
C (-2.3074, 4.6351, -2.2648)
N (0.6166, 4.8017, -0.9643)
C (1.0333, 5.1926, -2.1796)
C (1.9936, 6.5706, -2.1541)
C (0.7484, 4.6254, -3.6714)
C (0.5962, 3.2849, 1.0181)
S (1.4166, 4.9247, 1.5800)
P (-1.1426, 3.3901, 1.8296)
C (-1.0772, 3.4564, 3.7332)
C (-1.8963, 5.1315, 1.3762)
N (1.4949, 2.2135, 1.5453)
N (1.7358, 2.1518, 2.8571)
H (1.1275, -3.0883, 2.0427)
H (2.1186, -2.9477, 0.2262)
H (-0.4046, -1.4260, -0.2112)
H (0.3618, -0.0958, 2.3989)
H (2.6841, -1.0036, -0.8338)
H (4.3726, 0.5592, -2.8690)
H (2.4498, 0.6041, -3.3197)
H (3.3672, -1.0202, -3.0642)
H (1.7874, 2.4148, -2.3081)
H (3.9063, 2.8152, 0.1059)
H (3.1893, 4.3937, -0.6048)
H (5.1185, 2.3992, -1.9704)
H (3.7632, 2.9406, -3.1634)
H (4.5135, 5.4658, -2.8218)
H (6.0670, 4.4272, -3.0810)
H (5.9557, 4.3392, -0.0703)
H (7.0476, 5.3920, -1.1932)
H (4.4684, 6.1767, -0.0258)
H (-0.3725, 2.1448, -2.3951)
H (-0.8920, 1.5384, -0.7033)
H (-2.8194, 3.3030, -0.4955)
H (-2.4810, 2.0639, -3.4548)
H (-3.0314, 1.0805, -1.8858)
H (-4.1332, 2.5253, -2.6139)
H (-1.7703, 5.5588, -1.7895)
H (-2.0356, 4.4476, -3.4014)
H (-3.4702, 4.9067, -2.2707)
H (2.5683, 6.5525, -1.1349)
H (2.6730, 6.5985, -3.1074)
H (1.3102, 7.5486, -2.1972)
H (0.6128, 3.4767, -3.7941)
H (-0.1510, 5.2664, -4.1250)
H (1.6862, 4.9196, -4.3496)
H (2.6568, 4.5875, 2.1605)
H (-1.8525, 4.2685, 4.1204)
H (-0.0172, 3.8343, 4.0959)
H (-1.3834, 2.4481, 4.2560)
H (-1.1964, 5.7659, 0.6887)
H (-2.9721, 4.9940, 0.8776)
H (-2.1051, 5.7678, 2.3614)
H (2.6503, 1.6924, 3.0618)
H (1.0352, 1.6735, 3.4575)
O (-1.5305, -5.5023, -2.9138)
P (-0.6113, -5.8237, -4.1175)
O (0.7229, -6.1057, -3.1572)
C (0.6322, -6.9966, -2.0515)
C (0.9088, -8.4328, -2.4539)
O (-0.2750, -4.2269, -4.4707)
C (-1.1137, -3.1944, -3.9534)
C (-0.6880, -2.7664, -2.5587)
O (0.4157, -6.1828, -5.4625)
C (1.2843, -7.2834, -5.5823)
C (0.5443, -8.5483, -5.9546)
H (-0.3397, -6.9336, -1.5566)
H (1.3829, -6.6801, -1.3223)
H (0.1813, -8.7742, -3.1929)
H (0.8510, -9.0994, -1.5884)
H (1.9060, -8.5366, -2.8902)
H (-2.1621, -3.4995, -3.9890)
H (-1.0237, -2.3337, -4.6332)
H (-0.4830, -3.6134, -1.8965)
H (-1.4595, -2.1418, -2.0999)
H (0.2366, -2.1869, -2.6056)
H (1.9065, -7.4021, -4.6981)
H (1.9853, -7.0462, -6.3903)
H (-0.3679, -8.6746, -5.3664)
H (1.1902, -9.4209, -5.8183)
H (0.2423, -8.5136, -7.0068)
O (-8.7234, -6.4475, -1.5893)
P (-7.4611, -6.7080, -2.4471)
O (-7.1020, -5.0863, -2.5989)
C (-7.0399, -4.2569, -1.4446)
C (-5.6610, -4.2640, -0.8124)
O (-8.2956, -6.8680, -3.8844)
C (-9.7006, -7.1182, -3.8644)
C (-10.5026, -5.8305, -3.7744)
O (-6.0506, -6.9991, -3.4056)
C (-4.7782, -6.4281, -3.2177)
C (-4.0177, -7.1010, -2.0975)
H (-7.7878, -4.5391, -0.6998)
H (-7.2786, -3.2398, -1.7672)
H (-5.3884, -5.2710, -0.4907)
H (-5.6287, -3.6083, 0.0628)
H (-4.9004, -3.9183, -1.5177)
H (-9.9532, -7.8179, -3.0644)
H (-9.9514, -7.6290, -4.8064)
H (-10.1143, -5.1378, -3.0212)
H (-11.5489, -6.0488, -3.5432)
H (-10.4681, -5.2951, -4.7257)
H (-4.8358, -5.3483, -3.1009)
H (-4.2225, -6.5814, -4.1495)
H (-4.6451, -7.2598, -1.2172)
H (-3.1432, -6.5047, -1.8198)
H (-3.6649, -8.0868, -2.4191)
O (3.5208, 4.8724, 9.7070)
P (4.2173, 4.2094, 8.4935)
O (2.8493, 3.3742, 8.0320)
C (1.6119, 4.0592, 7.8771)
C (1.4495, 4.6320, 6.4818)
O (4.9160, 2.9814, 9.3832)
C (5.0282, 3.1080, 10.8005)
C (3.7708, 2.6357, 11.5113)
O (4.9955, 3.4685, 7.1376)
C (4.4955, 3.3916, 5.8245)
C (4.6771, 4.6918, 5.0745)
H (1.4908, 4.8535, 8.6175)
H (0.8171, 3.3305, 8.0577)
H (2.2383, 5.3556, 6.2668)
H (0.4861, 5.1398, 6.3773)
H (1.4976, 3.8461, 5.7232)
H (5.2961, 4.1315, 11.0730)
H (5.8736, 2.4778, 11.1153)
H (2.8529, 3.0172, 11.0532)
H (3.7904, 2.9390, 12.5617)
H (3.6996, 1.5465, 11.4721)
H (3.4690, 3.0324, 5.8060)
H (5.0746, 2.6161, 5.3109)
H (4.3956, 5.5552, 5.6821)
H (4.0861, 4.6853, 4.1536)
H (5.7287, 4.8256, 4.7991)

Results
Net charge: +1
F_max in Eh/bohr: 0.18368
Total energy in eV: -126603.765
Orbital gap in Ha: 0.2130

Results of the Mulliken charge analysis, in e, for atoms 1 through 2: number 1, C, carries -0.4105; number 2, C, carries -0.4209



No. 2
The following is a DFT calculation (ωB97M-V with the def2-TZVPD basis set) of a gas-phase ion, C4H10N4 (charge +2).

Geometry (Å):
C (-1.3050, 0.1676, 1.1283)
N (-0.4748, -0.1755, -0.0322)
C (-1.1547, 0.3539, -1.2758)
N (-0.1119, -1.5362, -0.0374)
C (1.1897, -1.7679, -0.0171)
N (2.0223, -0.7268, 0.0714)
C (1.6650, 0.4276, 0.1405)
N (1.8582, 1.6617, 0.1456)
H (-2.1803, -0.3433, 0.8927)
H (-0.8445, -0.1522, 2.1324)
H (-1.4750, 1.3177, 1.1810)
H (-0.8029, 1.3497, -1.4575)
H (-0.7515, -0.2661, -2.1661)
H (-2.2149, 0.3567, -1.0666)
H (-0.7240, -2.2644, -0.0434)
H (1.4992, -2.7719, 0.0041)
H (2.7846, 1.9952, 0.3803)
H (1.0205, 2.3742, 0.0198)

Results
Structure (SMILES): CN(C)/[NH+]=C\N=C=[NH2+]
Net charge: +2
F_max in Eh/bohr: 0.10351
Total energy in eV: -10249.095
Orbital gap in Ha: 0.3575

Results of the Mulliken charge analysis, in e, for atoms 1 through 2: number 1, C, carries -0.9431; number 2, N, carries -0.0441



Question: F_max of number 2 (C4H10N4)?
Answer: 0.10351 Eh/bohr



Question: What is the orbital gap in the second record?
Answer: 0.3575 Ha



Question: Which formula does entry 1 have?
Answer: C39H87FN5O13P4S



Question: total energy of number 1 (C39H87FN5O13P4S)?
Answer: -126603.765 eV